# 1
{"formula": "C9H8N2", "method": "wB97M-V/def2-TZVPD", "e_homo_ev": -8.24, "smiles": "c1ccc(-c2ncc[nH]2)cc1", "homo_lumo_gap_ev": 9.1, "total_charge": 0, "de_lowest_ev": 3.594, "spin_multiplicity": 1, "energy_ev": -12439.5925, "symbols": ["C", "C", "C", "C", "C", "C", "C", "C", "C", "H", "H", "H", "H", "H", "H", "H", "H", "N", "N"], "coordinates": [[-2.3215, 1.7650, 0.9844], [-2.5756, 0.6148, 0.2167], [-1.5030, -0.0651, -0.2792], [-0.1591, 0.3246, 0.1076], [0.1133, 1.3586, 0.8113], [-1.0347, 2.1381, 1.4321], [1.0020, -0.4786, -0.4551], [2.1646, -2.2255, -0.9229], [2.8606, -1.0753, -1.3272], [-3.3513, 2.3363, 1.4390], [-3.6250, 0.2232, -0.0897], [-1.6085, -0.9474, -1.0096], [1.0506, 1.5738, 1.2628], [-0.9658, 2.9867, 2.0582], [0.5602, -2.4026, 0.0802], [2.5911, -3.2905, -1.2020], [3.7061, -0.8611, -1.6780], [1.0167, -1.9129, -0.4258], [2.0790, -0.0623, -1.0026]], "forces_ev_per_a": [[-2.22, 1.77, 2.80], [-1.23, -0.73, -1.18], [1.28, -1.26, -0.69], [-0.52, -5.13, -4.53], [-2.51, 5.72, 5.77], [-0.46, -2.73, -3.62], [-2.18, -1.35, 0.99], [6.46, -3.34, -3.60], [-7.24, -3.64, 3.44], [3.24, -1.45, -1.31], [1.84, 1.16, 0.78], [0.08, 1.44, 1.37], [0.97, 0.12, -0.39], [0.57, 0.59, 0.54], [-7.73, -7.80, 7.83], [-1.46, 2.13, 1.16], [6.83, 0.76, -3.06], [5.01, 10.48, -6.60], [-0.71, 3.26, 0.32]], "mulliken_charge": [-0.20, -0.32, -0.36, 0.70, -0.34, -0.59, -0.03, -0.26, -0.47, 0.16, 0.27, 0.28, 0.39, 0.42, 0.03, 0.26, 0.63, 0.03, -0.61]}

---

# 2
{"formula": "C4H9N2", "method": "wB97M-V/def2-TZVPD", "e_homo_ev": -14.24, "smiles": "C=C(C)CN=[NH2+]", "homo_lumo_gap_ev": 8.2, "total_charge": 1, "de_lowest_ev": 4.513, "spin_multiplicity": 1, "energy_ev": -7263.6292, "symbols": ["C", "C", "C", "C", "N", "N", "H", "H", "H", "H", "H", "H", "H", "H", "H"], "coordinates": [[-0.6630, -0.8954, 0.1209], [0.4912, 0.0224, -0.3973], [0.8090, -0.1378, -1.8321], [1.1756, 0.9225, 0.3234], [-1.5895, 0.4381, 1.7696], [-1.5737, -0.6291, 1.1274], [-1.1681, -1.4736, -0.7077], [-0.0760, -1.8337, 0.6940], [1.3096, 0.7801, -2.2248], [0.0134, -0.2101, -2.4994], [1.4640, -0.9854, -1.8906], [0.9442, 1.0711, 1.4092], [-0.8186, 1.0205, 1.5445], [2.0682, 1.2906, 0.0825], [-2.3864, 0.6199, 2.4802]], "forces_ev_per_a": [[3.46, -2.19, 0.01], [-1.33, 1.14, 0.61], [1.88, 1.17, 0.17], [-4.09, -2.63, 3.08], [-1.16, -1.75, 0.06], [-2.36, 0.44, 0.92], [0.21, 0.72, 0.98], [-1.36, 1.84, -1.31], [0.12, -0.83, 0.58], [-1.77, -0.69, -0.78], [0.40, -0.52, -0.70], [0.41, -0.19, -0.84], [0.59, 1.97, 0.23], [3.14, 1.93, -1.63], [1.86, -0.42, -1.36]], "mulliken_charge": [-0.39, 0.84, -1.45, -0.93, 0.03, -0.10, 0.41, 0.32, 0.38, 0.45, 0.34, 0.20, 0.17, 0.39, 0.33]}

---

# 3
{"formula": "C7H13NO2", "method": "wB97M-V/def2-TZVPD", "e_homo_ev": [-6.45, -6.45], "homo_lumo_gap_ev": [6.1, 6.1], "total_charge": 0, "de_lowest_ev": 6.346, "spin_multiplicity": 1, "energy_ev": -13049.5829, "symbols": ["C", "C", "N", "O", "O", "H", "H", "H", "H", "H", "C", "C", "C", "C", "C", "H", "H", "H", "H", "H", "H", "H", "H"], "coordinates": [[0.8881, 1.7204, -1.7790], [-1.4639, 0.8711, -0.3554], [-2.0136, 0.1650, -1.3689], [0.2831, 0.9808, -0.7110], [-1.9301, 1.7775, 0.2559], [-1.5718, -0.7062, -1.6170], [-3.0226, 0.1874, -1.4322], [1.8356, 2.1360, -1.4385], [1.0640, 1.0608, -2.6343], [0.2066, 2.5302, -2.0410], [-0.1079, -0.0013, 2.1911], [-0.2019, -0.8075, 0.9172], [0.8791, -0.5023, -0.1763], [-0.8598, -1.9900, 0.9217], [2.2358, -0.5618, 0.1611], [0.6502, -1.0444, -1.0995], [0.6299, -0.4368, 2.8686], [-1.0812, 0.0324, 2.6837], [0.2020, 1.0278, 2.0035], [-0.8218, -2.6724, 0.0778], [-1.3116, -2.3850, 1.8264], [2.6172, -0.1108, 1.0673], [2.8948, -1.2710, -0.3213]], "forces_ev_per_a": [[-0.53, -0.12, -0.07], [0.36, 3.09, -2.17], [0.44, -0.39, 0.36], [-2.23, 0.64, 1.27], [1.03, -1.76, 0.09], [0.04, 0.05, -0.03], [0.08, -0.04, 0.24], [-0.08, -0.11, 0.10], [-0.04, 0.11, -0.01], [0.10, -0.03, -0.10], [-0.06, 0.24, 0.04], [1.14, -0.47, 0.03], [0.52, -2.34, 0.57], [0.44, 0.70, -0.23], [-0.86, 0.34, 0.09], [0.11, -0.37, 0.22], [-0.09, -0.05, -0.05], [0.11, -0.05, 0.10], [-0.04, -0.05, -0.08], [0.00, 0.11, -0.06], [-0.19, 0.25, -0.10], [-0.17, -0.06, 0.18], [-0.08, 0.32, -0.43]], "mulliken_charge": [-0.75, 0.51, -0.30, -0.15, -0.45, 0.26, 0.27, 0.26, 0.29, 0.31, -1.54, 0.96, 0.10, -1.07, -1.21, 0.25, 0.37, 0.45, 0.31, 0.30, 0.30, 0.26, 0.27]}

---

# 4
{"formula": "C30H56InNO8PS3", "method": "wB97M-V/def2-TZVPD", "e_homo_ev": -2.86, "homo_lumo_gap_ev": 4.7, "total_charge": -1, "de_lowest_ev": 0.000, "spin_multiplicity": 1, "energy_ev": -96852.3648, "symbols": ["C", "C", "In", "C", "C", "C", "C", "C", "C", "C", "C", "O", "C", "C", "C", "C", "C", "C", "C", "C", "P", "N", "O", "H", "H", "H", "H", "H", "H", "H", "H", "H", "H", "H", "H", "H", "H", "H", "H", "H", "H", "H", "H", "H", "H", "H", "H", "H", "H", "H", "H", "H", "H", "H", "H", "C", "C", "C", "S", "O", "O", "C", "H", "H", "H", "H", "H", "H", "H", "H", "C", "C", "C", "S", "O", "O", "C", "H", "H", "H", "H", "H", "H", "H", "H", "C", "C", "C", "S", "O", "O", "C", "H", "H", "H", "H", "H", "H", "H", "H"], "coordinates": [[1.3463, 2.1130, -6.3197], [0.3760, 1.8214, -5.3973], [1.0076, 0.7897, -3.4819], [-0.2558, -1.0597, -3.2363], [0.4756, -2.3330, -2.7283], [-0.2944, -3.0966, -1.6328], [0.0301, -2.6335, -0.2091], [0.0661, -1.1178, -0.0037], [0.4710, -0.8161, 1.4459], [2.0026, -0.6350, 1.5983], [2.3851, 0.8377, 1.6330], [2.4557, 1.2705, 3.0028], [3.2778, 2.4072, 3.0754], [3.1580, 0.2462, -3.6531], [3.9979, 0.6599, -2.4812], [4.7947, -0.2492, -1.7731], [5.5490, 0.1569, -0.6757], [5.5444, 1.4730, -0.2397], [4.7677, 2.3966, -0.9373], [4.0261, 1.9915, -2.0362], [0.4334, 2.2881, -1.5025], [1.1818, 3.8773, -1.6437], [-1.2371, 2.6150, -1.6904], [1.7400, 1.3205, -6.9547], [1.7175, 3.1410, -6.4271], [-0.6731, 2.1078, -5.4918], [-0.7363, -1.2597, -4.1931], [-1.0350, -0.8098, -2.5112], [1.4803, -2.1170, -2.3511], [0.5638, -3.0216, -3.5722], [0.0346, -4.1426, -1.6829], [-1.3686, -3.0950, -1.8191], [-0.7391, -3.0158, 0.4726], [0.9786, -3.0356, 0.1602], [-0.9001, -0.6497, -0.2030], [0.7928, -0.6964, -0.6983], [0.1585, -1.6373, 2.0979], [-0.0145, 0.0848, 1.8276], [2.3659, -1.0909, 2.5171], [2.4658, -1.0587, 0.7054], [1.6435, 1.4456, 1.1063], [3.3437, 1.0049, 1.1369], [3.1869, 2.8622, 4.0632], [2.9804, 3.1434, 2.3196], [4.3272, 2.1384, 2.9095], [3.5994, 0.6154, -4.5809], [3.2075, -0.8456, -3.7125], [4.8085, -1.2765, -2.1196], [6.1554, -0.5938, -0.1816], [6.1235, 1.7806, 0.6218], [4.7304, 3.4352, -0.6299], [3.4292, 2.6972, -2.6046], [0.5160, 4.6371, -1.7109], [1.7943, 4.0518, -0.8588], [-1.3485, 3.5518, -1.4976], [-4.3172, 0.4895, 0.5818], [-5.8200, 0.4451, 0.2646], [-6.1456, -0.9789, -0.1997], [-4.9493, -2.0549, 0.5976], [-4.1086, -2.6383, -0.4149], [-5.6159, -2.8705, 1.5866], [-4.0307, -0.7565, 1.4161], [-4.0415, 1.3971, 1.1159], [-3.7407, 0.4575, -0.3452], [-6.3913, 0.6769, 1.1663], [-6.0949, 1.1765, -0.4938], [-7.1474, -1.2828, 0.0927], [-6.0224, -1.0857, -1.2762], [-2.9756, -1.0230, 1.4496], [-4.4274, -0.6593, 2.4267], [9.0419, 4.0432, 4.3348], [7.8154, 3.7179, 5.1979], [6.6914, 3.2767, 4.2516], [7.5000, 2.5641, 2.8108], [7.2259, 3.4019, 1.6737], [7.2746, 1.1439, 2.7845], [9.1773, 2.8865, 3.3500], [9.9419, 4.1610, 4.9373], [8.8744, 4.9762, 3.7921], [8.0595, 2.9046, 5.8845], [7.5070, 4.5720, 5.7995], [6.0471, 2.5255, 4.7005], [6.0950, 4.1212, 3.9120], [9.7965, 3.1195, 2.4871], [9.5430, 1.9865, 3.8439], [-10.4963, -5.1251, -0.7615], [-8.9760, -5.2854, -0.6197], [-8.3665, -3.8792, -0.5727], [-9.6355, -2.8083, 0.1154], [-10.0424, -1.8620, -0.8943], [-9.2399, -2.3805, 1.4321], [-10.8999, -4.0676, 0.2617], [-11.0206, -6.0646, -0.5909], [-10.7398, -4.7808, -1.7691], [-8.7516, -5.8142, 0.3086], [-8.5525, -5.8665, -1.4373], [-7.4843, -3.8356, 0.0646], [-8.1257, -3.5104, -1.5683], [-11.8756, -3.6264, 0.0717], [-10.8562, -4.4617, 1.2765]], "forces_ev_per_a": [[-0.89, 0.78, 0.72], [0.04, -2.19, -0.94], [-0.68, -0.94, -1.32], [0.62, 0.05, 0.67], [-0.90, 0.12, -0.17], [0.97, -0.43, 0.15], [-0.79, 0.46, 0.08], [-0.01, -0.24, 0.53], [0.57, 0.02, 0.23], [-0.76, 0.61, -0.38], [0.02, -0.23, 0.14], [0.22, 0.14, -0.14], [-0.15, 0.04, 0.07], [0.29, -0.25, 0.52], [0.22, 0.11, 0.17], [-0.29, 0.37, -0.11], [0.03, -0.38, -0.15], [-0.07, 0.07, -0.02], [0.00, -0.18, -0.17], [-0.16, -0.13, -0.31], [0.25, -0.46, 0.65], [-0.28, 0.02, -0.27], [0.49, 0.41, -0.16], [1.61, -0.15, 1.14], [-0.86, 0.15, -1.53], [0.44, 2.14, 1.12], [-0.07, 0.06, -0.03], [-0.16, 0.06, -0.14], [0.10, -0.09, -0.08], [0.35, 0.05, -0.05], [-0.22, -0.10, -0.01], [-0.04, 0.21, -0.02], [0.05, -0.18, 0.01], [0.11, -0.09, -0.25], [-0.05, -0.13, -0.26], [-0.07, 0.31, 0.02], [-0.20, -0.05, -0.08], [-0.07, 0.03, -0.06], [0.23, -0.19, -0.12], [0.26, -0.32, 0.24], [-0.01, 0.02, -0.09], [0.14, -0.05, 0.14], [-0.10, -0.07, 0.06], [0.09, 0.11, 0.02], [0.06, 0.01, -0.13], [-0.21, 0.24, -0.05], [-0.11, -0.03, -0.12], [0.09, -0.08, 0.15], [0.04, 0.11, 0.18], [-0.15, -0.16, -0.30], [0.09, 0.03, 0.05], [-0.03, 0.17, 0.18], [0.12, 0.11, -0.24], [-0.19, 0.00, 0.18], [-0.29, -0.05, 0.07], [-0.09, -0.08, -0.14], [0.11, 0.02, 0.12], [-0.26, 0.32, -0.14], [0.14, 0.43, 0.21], [-0.11, -0.30, 0.00], [0.03, -0.27, -0.19], [0.12, 0.31, 0.03], [0.03, -0.01, -0.01], [0.06, 0.02, 0.04], [-0.01, -0.03, 0.00], [0.00, -0.02, -0.02], [0.03, -0.09, 0.04], [0.10, -0.10, 0.02], [-0.03, -0.14, -0.04], [-0.03, -0.07, 0.00], [-0.09, 0.01, 0.01], [0.05, -0.02, -0.04], [0.02, 0.14, 0.39], [0.19, 0.05, 0.38], [0.01, 0.03, -0.01], [-0.06, 0.00, -0.19], [0.22, 0.18, 0.19], [0.00, 0.01, -0.01], [0.03, -0.01, -0.03], [0.00, -0.01, -0.02], [-0.01, -0.01, 0.00], [-0.06, -0.04, -0.15], [0.01, -0.04, -0.12], [-0.10, -0.08, -0.10], [-0.04, -0.04, -0.04], [0.10, 0.03, -0.03], [-0.09, 0.00, 0.03], [0.19, -0.32, -0.08], [0.10, -0.38, 0.07], [0.02, 0.14, 0.11], [-0.09, 0.33, -0.06], [-0.17, -0.28, -0.15], [-0.01, 0.01, 0.00], [-0.03, 0.01, 0.01], [0.00, 0.02, 0.01], [0.02, 0.01, 0.00], [-0.03, 0.15, 0.04], [-0.07, 0.09, 0.02], [0.06, 0.14, 0.04], [0.04, 0.06, 0.02]], "mulliken_charge": [-0.58, -0.75, 0.68, -0.90, -0.29, -0.89, -0.82, 1.62, -1.22, -0.96, 1.04, -0.49, -0.39, -1.58, 0.45, -0.68, -0.33, 0.11, -0.66, -0.35, 0.22, -0.56, -0.47, 0.26, 0.20, 0.30, 0.50, 0.05, -0.01, 0.46, 0.39, 0.23, 0.31, 0.34, -0.20, -0.78, 0.53, 0.46, 0.46, 0.36, 0.04, -0.84, 0.33, 0.28, 0.02, 0.48, 0.37, 0.33, 0.38, 0.08, 0.42, 0.56, 0.25, 0.17, 0.15, -0.44, -0.92, -0.06, 1.20, -0.61, -0.70, -0.45, 0.46, 0.13, 0.32, 0.39, -0.21, 0.44, 0.06, 0.37, -0.55, -0.74, -0.61, 1.23, -0.68, -0.68, -0.81, 0.36, 0.28, 0.30, 0.34, 0.40, 0.37, 0.38, 0.36, -0.61, -0.84, -0.18, 1.16, -0.67, -0.64, -0.74, 0.37, 0.29, 0.32, 0.36, 0.02, 0.43, 0.41, 0.33]}

---

Repeat the third record exactly.
{"formula": "C7H13NO2", "method": "wB97M-V/def2-TZVPD", "e_homo_ev": [-6.45, -6.45], "homo_lumo_gap_ev": [6.1, 6.1], "total_charge": 0, "de_lowest_ev": 6.346, "spin_multiplicity": 1, "energy_ev": -13049.5829, "symbols": ["C", "C", "N", "O", "O", "H", "H", "H", "H", "H", "C", "C", "C", "C", "C", "H", "H", "H", "H", "H", "H", "H", "H"], "coordinates": [[0.8881, 1.7204, -1.7790], [-1.4639, 0.8711, -0.3554], [-2.0136, 0.1650, -1.3689], [0.2831, 0.9808, -0.7110], [-1.9301, 1.7775, 0.2559], [-1.5718, -0.7062, -1.6170], [-3.0226, 0.1874, -1.4322], [1.8356, 2.1360, -1.4385], [1.0640, 1.0608, -2.6343], [0.2066, 2.5302, -2.0410], [-0.1079, -0.0013, 2.1911], [-0.2019, -0.8075, 0.9172], [0.8791, -0.5023, -0.1763], [-0.8598, -1.9900, 0.9217], [2.2358, -0.5618, 0.1611], [0.6502, -1.0444, -1.0995], [0.6299, -0.4368, 2.8686], [-1.0812, 0.0324, 2.6837], [0.2020, 1.0278, 2.0035], [-0.8218, -2.6724, 0.0778], [-1.3116, -2.3850, 1.8264], [2.6172, -0.1108, 1.0673], [2.8948, -1.2710, -0.3213]], "forces_ev_per_a": [[-0.53, -0.12, -0.07], [0.36, 3.09, -2.17], [0.44, -0.39, 0.36], [-2.23, 0.64, 1.27], [1.03, -1.76, 0.09], [0.04, 0.05, -0.03], [0.08, -0.04, 0.24], [-0.08, -0.11, 0.10], [-0.04, 0.11, -0.01], [0.10, -0.03, -0.10], [-0.06, 0.24, 0.04], [1.14, -0.47, 0.03], [0.52, -2.34, 0.57], [0.44, 0.70, -0.23], [-0.86, 0.34, 0.09], [0.11, -0.37, 0.22], [-0.09, -0.05, -0.05], [0.11, -0.05, 0.10], [-0.04, -0.05, -0.08], [0.00, 0.11, -0.06], [-0.19, 0.25, -0.10], [-0.17, -0.06, 0.18], [-0.08, 0.32, -0.43]], "mulliken_charge": [-0.75, 0.51, -0.30, -0.15, -0.45, 0.26, 0.27, 0.26, 0.29, 0.31, -1.54, 0.96, 0.10, -1.07, -1.21, 0.25, 0.37, 0.45, 0.31, 0.30, 0.30, 0.26, 0.27]}

---

Q: Which formula does entry 4 have?
A: C30H56InNO8PS3